--- a ---
16
Properties=species:S:1:pos:R:3 method="wB97M-V/def2-TZVPD" multiplicity=1 charge=0 homo_lumo_gap_ev=9.00
C 2.74 -0.49 -0.79
N -0.84 -0.77 -0.40
C -1.47 0.17 0.39
N -2.85 0.22 0.12
C 1.39 -0.28 -0.17
C -0.85 1.04 1.22
N 0.45 -1.05 -0.58
H -1.45 -1.31 -1.01
H -3.34 0.91 0.66
H -3.09 0.26 -0.87
H 1.45 0.24 0.78
H 0.02 0.83 1.81
H -1.45 1.82 1.67
H 3.24 0.47 -0.98
H 2.65 -1.03 -1.73
H 3.38 -1.06 -0.12



--- b ---
16
Properties=species:S:1:pos:R:3 method="wB97M-V/def2-TZVPD" multiplicity=1 charge=0 homo_lumo_gap_ev=10.26
C -1.27 -0.79 -0.21
C -0.70 1.55 -0.16
C 1.62 0.00 0.80
N -0.38 0.25 -0.70
N 0.97 -0.23 -0.48
C -0.70 -2.08 -0.63
N -0.42 -3.16 -0.89
H 1.54 0.13 -1.24
H -2.25 -0.65 -0.68
H -1.39 -0.82 0.89
H -1.67 1.86 -0.56
H 0.05 2.27 -0.49
H -0.76 1.58 0.94
H 1.01 -0.46 1.59
H 1.77 1.06 1.04
H 2.59 -0.50 0.79



Which of them is most stable? Easy: b.



--- a ---
16
Properties=species:S:1:pos:R:3 method="wB97M-V/def2-TZVPD" multiplicity=1 charge=0 homo_lumo_gap_ev=10.00
C 1.05 -0.72 -1.33
N -0.82 2.20 -0.01
C 0.92 0.02 -0.05
N -1.05 -1.45 0.58
C -1.18 1.02 0.28
C -0.41 -0.18 0.79
N 1.91 0.67 0.39
H 0.16 2.42 0.13
H 1.78 1.14 1.28
H -1.77 -1.62 1.27
H -1.42 -1.54 -0.36
H -2.24 0.80 0.12
H -0.18 -0.04 1.86
H 0.28 -0.40 -2.03
H 2.03 -0.54 -1.76
H 0.92 -1.79 -1.15



--- b ---
16
Properties=species:S:1:pos:R:3 method="wB97M-V/def2-TZVPD" multiplicity=1 charge=0 homo_lumo_gap_ev=10.35
C 1.31 -1.10 1.21
C -1.61 0.58 0.06
C -0.86 0.91 -1.12
C 0.37 -0.03 -0.76
H 2.38 -1.47 1.02
H 1.38 -0.84 2.15
H 0.70 -2.09 1.06
H -0.58 1.44 1.37
H -2.22 1.43 0.15
H -2.15 -0.33 -0.36
H -1.25 0.73 -2.25
H -0.41 2.00 -1.22
H 1.87 -1.21 -1.41
N 0.75 0.15 0.59
N -0.71 0.38 1.23
N 1.02 -0.58 -1.72



--- c ---
16
Properties=species:S:1:pos:R:3 method="wB97M-V/def2-TZVPD" multiplicity=1 charge=0 homo_lumo_gap_ev="8.36 / 7.70"
C 1.74 -0.05 1.00
N 0.99 -0.52 -0.18
C -1.23 -0.10 0.57
N -1.79 -1.30 0.35
C 0.52 0.26 -1.03
C 0.00 0.97 -1.99
N -1.55 0.94 1.18
H -1.24 -2.02 -0.08
H -2.65 -1.58 0.82
H -2.45 0.95 1.69
H 2.32 -0.21 -1.42
H 1.93 1.02 0.97
H 2.68 -0.60 1.02
H 1.14 -0.30 1.87
H 0.60 1.17 -2.87
H -1.00 1.37 -1.89



Which of them is most stable? Easy: a.



--- a ---
11
Properties=species:S:1:pos:R:3 method="wB97M-V/def2-TZVPD" multiplicity=1 charge=0 homo_lumo_gap_ev=8.75
C 1.14 -0.49 -0.04
C -0.30 -0.03 0.06
C 2.46 -0.02 0.00
N -1.50 -0.61 -0.16
N -2.52 0.22 -0.06
H 1.07 -1.60 -0.48
H -0.51 1.04 0.08
H 2.55 1.01 0.45
H 3.40 -0.61 -0.06
H -3.46 -0.10 0.09
H -2.33 1.18 0.13



--- b ---
11
Properties=species:S:1:pos:R:3 method="wB97M-V/def2-TZVPD" multiplicity=1 charge=0 homo_lumo_gap_ev=11.62
C 1.68 -0.60 0.16
C 0.24 -0.35 -0.18
N -0.78 -0.64 0.52
C -2.44 2.49 -0.97
N -2.32 1.43 -0.47
H 2.21 0.36 0.17
H 1.79 -1.08 1.14
H 2.15 -1.22 -0.61
H 0.05 0.17 -1.13
H -2.05 0.55 -0.03
H -0.53 -1.10 1.40



Which of them is most stable? Easy: b.



--- a ---
11
Properties=species:S:1:pos:R:3 method="wB97M-V/def2-TZVPD" multiplicity=1 charge=0 homo_lumo_gap_ev=8.39
C 0.13 0.30 -0.92
N 0.79 1.42 -0.53
C -0.67 -0.62 0.05
C -0.67 -0.49 1.38
N 0.86 -0.78 -1.14
H 1.79 1.45 -0.63
H 0.32 2.11 0.03
H 0.36 -1.50 -1.65
H -1.45 -1.19 -0.45
H -1.50 -0.84 1.97
H 0.04 0.15 1.89



--- b ---
11
Properties=species:S:1:pos:R:3 method="wB97M-V/def2-TZVPD" multiplicity=1 charge=0 homo_lumo_gap_ev=11.26
C 1.26 -0.20 0.03
C -0.20 0.02 -0.39
N -1.08 -0.92 0.31
C -0.60 1.44 -0.20
N -0.94 2.53 -0.03
H 1.83 0.73 0.06
H 1.29 -0.65 1.03
H 1.75 -0.89 -0.65
H -0.31 -0.18 -1.46
H -2.01 -0.90 -0.08
H -1.16 -0.64 1.29



Which of them is most stable? Easy: b.



--- a ---
12
Properties=species:S:1:pos:R:3 method="wB97M-V/def2-TZVPD" multiplicity=1 charge=0 homo_lumo_gap_ev=7.95
C -1.99 0.87 1.66
C 0.03 -0.26 0.05
C 1.26 -0.04 -0.83
H -1.54 0.87 2.68
H -2.74 0.14 1.65
H -2.69 1.83 1.53
H 1.78 0.94 -1.20
H 2.80 -1.84 -2.85
N 1.62 -1.14 -1.54
O 2.66 -0.87 -2.27
S -0.88 1.16 0.31
S -0.32 -1.66 0.83



--- b ---
12
Properties=species:S:1:pos:R:3 method="wB97M-V/def2-TZVPD" multiplicity=1 charge=0 homo_lumo_gap_ev=8.54
C 2.90 0.09 0.03
C -0.95 -0.89 -0.15
C -1.93 0.37 -0.10
H 3.43 -0.20 1.08
H 2.69 -0.93 -0.54
H 3.42 1.09 -0.48
H -1.56 -1.77 -0.34
H -4.20 1.11 0.62
N 0.29 -0.85 -0.08
O -1.46 1.52 -0.25
S 1.03 0.51 0.11
S -3.65 -0.06 0.09



Which of them is most stable? Easy: b.



--- a ---
28
Properties=species:S:1:pos:R:3 method="wB97M-V/def2-TZVPD" multiplicity=2 charge=-1 s2=0.753 homo_lumo_gap_ev="2.77 / 7.62"
C 2.67 2.49 0.49
C 1.31 2.65 1.15
O 0.60 3.52 0.61
N 0.88 1.65 2.01
H 2.64 1.74 -0.34
H 3.54 2.16 1.10
H 0.27 1.89 2.82
H 1.42 0.80 2.08
H 2.93 3.44 -0.05
C -1.19 -0.52 2.18
C -0.91 -0.82 -0.45
C -1.30 -1.29 0.86
C -0.90 -1.93 -1.38
C -1.54 -2.70 0.73
C -0.56 0.42 -0.83
C -0.03 0.61 -2.15
C -0.08 -0.53 -3.00
C -0.46 -1.85 -2.66
N -1.42 -3.03 -0.67
H -0.84 1.20 -0.06
H 0.05 1.63 -2.54
H 0.17 -0.36 -4.10
H -1.67 -0.95 2.98
H -1.51 0.44 1.99
H -2.04 -3.38 1.36
H -1.39 -3.97 -1.05
H -0.58 -2.73 -3.32
H -0.03 -0.58 2.26



--- b ---
28
Properties=species:S:1:pos:R:3 method="wB97M-V/def2-TZVPD" multiplicity=2 charge=-1 s2=0.750 homo_lumo_gap_ev="2.55 / 8.33"
C 1.26 -0.74 -3.46
C 0.52 0.03 -2.40
O -0.67 0.24 -2.26
N 1.36 0.80 -1.61
H 0.90 -1.79 -3.45
H 2.34 -0.76 -3.44
H 0.91 1.46 -1.00
H 2.36 0.81 -1.75
H 0.77 -0.54 -4.43
C 1.07 2.12 1.77
C -1.28 1.96 0.70
C -1.51 -0.26 0.68
C -0.15 1.45 1.32
C -0.33 0.01 1.31
C -2.08 -1.56 0.74
C -1.27 -2.57 1.26
C 0.51 -1.03 1.78
C 0.09 -2.36 1.65
N -2.17 0.92 0.40
H -2.75 1.14 -0.38
H -1.50 3.01 0.61
H -3.10 -1.82 0.51
H 1.22 1.98 2.86
H 1.07 3.22 1.67
H -1.70 -3.54 1.51
H 1.50 -0.83 2.19
H 0.62 -3.24 1.95
H 2.00 1.87 1.25



Which of them is most stable? Easy: b.



--- a ---
7
Properties=species:S:1:pos:R:3 method="wB97M-V/def2-TZVPD" multiplicity=1 charge=0 homo_lumo_gap_ev=10.49
C 0.76 -0.36 2.53
C -0.06 -0.07 -1.24
S -0.17 0.29 3.49
Cl -1.07 1.34 -1.44
H -0.07 -0.22 -0.21
H 0.97 0.12 -1.35
H -0.36 -1.09 -1.77



--- b ---
7
Properties=species:S:1:pos:R:3 method="wB97M-V/def2-TZVPD" multiplicity=1 charge=0 homo_lumo_gap_ev="7.63 / 7.69"
C -1.30 0.50 0.16
C 1.21 -0.35 -0.15
S -0.32 -0.39 -0.79
Cl 2.27 -1.57 -0.67
H -1.22 1.06 1.15
H -2.21 0.72 -0.45
H 1.59 0.03 0.76



Which of them is most stable? Easy: a.



--- a ---
6
Properties=species:S:1:pos:R:3 method="wB97M-V/def2-TZVPD" multiplicity=1 charge=0 homo_lumo_gap_ev=9.99
C 2.20 0.67 0.34
C -0.90 -3.68 0.32
N 1.69 1.75 0.05
O -0.67 -3.24 -0.72
S 2.73 -0.76 0.14
H 0.87 2.24 0.61



--- b ---
6
Properties=species:S:1:pos:R:3 method="wB97M-V/def2-TZVPD" multiplicity=1 charge=0 homo_lumo_gap_ev=10.88
C 3.18 -1.89 -0.44
C 0.70 1.83 0.26
N 1.00 0.78 -0.21
O 0.73 2.96 0.49
S 3.83 -0.54 -0.34
H 0.98 -0.16 -0.04



--- c ---
6
Properties=species:S:1:pos:R:3 method="wB97M-V/def2-TZVPD" multiplicity=1 charge=0 homo_lumo_gap_ev=10.20
C -1.09 0.46 -0.83
C 0.94 -0.61 -0.06
N 0.90 0.27 0.73
O 1.33 -1.53 -0.62
S -2.33 0.34 -0.03
H 0.25 1.07 0.81



Which of them is most stable? Easy: a.



--- a ---
21
Properties=species:S:1:pos:R:3 method="wB97M-V/def2-TZVPD" multiplicity=2 charge=-1 s2=0.750 homo_lumo_gap_ev="2.68 / 9.20"
C -1.46 -1.33 0.61
C -1.35 0.22 0.83
C -0.30 0.95 0.04
C 1.11 1.09 0.61
N 1.19 1.95 1.81
N -1.27 -1.84 -0.74
H -0.74 -1.77 1.29
H -2.51 -1.58 0.78
H -2.32 0.69 0.66
H -1.11 0.34 1.90
H -0.61 1.97 -0.22
H -0.25 0.40 -0.91
H 1.47 0.08 0.89
H 1.92 1.31 -0.09
H 0.62 1.48 2.50
H 0.72 2.82 1.58
H -1.92 -1.48 -1.44
H -0.35 -1.92 -1.14
H 2.54 -0.56 -2.29
H 1.32 -0.48 -3.28
O 1.71 -1.00 -2.55



--- b ---
21
Properties=species:S:1:pos:R:3 method="wB97M-V/def2-TZVPD" multiplicity=2 charge=-1 s2=0.750 homo_lumo_gap_ev="4.22 / 7.49"
C -0.24 -2.43 -0.22
N 1.14 -2.20 -0.74
C 1.48 -0.76 -0.93
H -0.47 -3.48 -0.41
H -0.23 -2.15 0.83
H -0.91 -1.77 -0.76
H 1.31 -2.77 -1.62
H 1.82 -2.61 -0.07
H 1.15 -0.47 -1.92
H 2.56 -0.64 -0.83
H 0.91 -0.18 -0.13
C -0.62 2.78 -0.16
N -1.12 2.44 1.16
C -1.18 0.97 1.34
O -0.02 0.32 1.16
H 0.30 2.26 -0.43
H -0.41 3.86 -0.21
H -1.41 2.59 -0.88
H -0.47 2.78 1.87
H -1.98 0.64 0.62
H -1.61 0.81 2.34



--- c ---
21
Properties=species:S:1:pos:R:3 method="wB97M-V/def2-TZVPD" multiplicity=2 charge=-1 s2=0.750 homo_lumo_gap_ev="2.83 / 8.86"
C 0.39 1.39 -1.87
C 0.22 1.58 -0.35
C 1.48 2.17 0.22
N -0.19 0.41 0.42
C -1.49 -0.09 0.19
N -1.58 -1.60 -0.10
H 0.70 2.36 -2.27
H 1.12 0.63 -2.13
H -0.59 1.15 -2.29
H -0.65 2.26 -0.22
H 1.89 3.04 -0.29
H 1.34 2.35 1.29
H 2.28 1.41 0.26
H 0.59 -0.19 0.66
H -2.22 -0.10 1.01
H -1.92 0.44 -0.66
H -0.68 -2.06 -0.16
H -1.95 -1.62 -1.05
H 0.89 -2.20 1.46
H 0.17 -3.64 1.61
O 0.96 -3.16 1.39



Which of them is most stable? Easy: a.



--- a ---
9
Properties=species:S:1:pos:R:3 method="wB97M-V/def2-TZVPD" multiplicity=1 charge=0 homo_lumo_gap_ev=7.93
C -1.38 -1.35 -1.28
C -0.24 0.55 0.57
C 1.21 0.64 0.70
N -2.29 -0.62 -1.15
S -1.73 0.83 0.24
S 0.06 -1.90 -1.33
H 1.55 0.27 -0.29
H 1.54 1.64 1.03
H 1.29 -0.07 1.50



--- b ---
9
Properties=species:S:1:pos:R:3 method="wB97M-V/def2-TZVPD" multiplicity=1 charge=0 homo_lumo_gap_ev=8.69
C -0.35 0.07 1.36
C 1.04 -0.21 0.97
C -0.06 -0.16 -1.82
N -1.44 -0.07 1.67
S 1.26 -0.50 -0.95
S -1.48 0.57 -1.27
H 1.70 0.68 1.16
H 1.29 -1.29 1.32
H -1.95 0.92 -2.44



Which of them is most stable? Easy: b.



--- a ---
9
Properties=species:S:1:pos:R:3 method="wB97M-V/def2-TZVPD" multiplicity=1 charge=0 homo_lumo_gap_ev=8.51
C -0.57 -0.13 -0.02
C -0.36 1.27 -0.05
C -0.41 2.48 -0.01
H 2.40 0.04 1.18
H 0.29 -1.90 -0.12
H -0.36 3.53 0.05
N 0.52 -0.95 0.00
S 2.18 -0.31 -0.06
S -2.06 -0.74 0.02



--- b ---
9
Properties=species:S:1:pos:R:3 method="wB97M-V/def2-TZVPD" multiplicity=1 charge=0 homo_lumo_gap_ev=8.03
C -0.36 -0.20 0.34
C 0.89 -0.27 0.92
C 2.06 -0.56 1.21
H -2.59 0.27 -1.24
H 0.58 0.76 -1.19
H 3.05 -0.73 1.69
N -0.31 0.55 -0.85
S -1.55 0.99 -1.83
S -1.77 -0.82 0.96



Which of them is most stable? Easy: a.



--- a ---
9
Properties=species:S:1:pos:R:3 method="wB97M-V/def2-TZVPD" multiplicity=1 charge=0 homo_lumo_gap_ev=8.07
C 0.17 1.06 -0.02
C 1.33 0.11 -0.05
C -1.14 -0.78 -0.01
N -0.98 0.59 0.18
S 2.90 0.38 0.09
S 0.49 -1.55 0.00
H 0.44 2.17 -0.05
H -1.72 -1.15 0.82
H -1.48 -0.83 -0.96



--- b ---
9
Properties=species:S:1:pos:R:3 method="wB97M-V/def2-TZVPD" multiplicity=1 charge=0 homo_lumo_gap_ev=6.93
C -2.34 0.14 0.53
C -2.62 0.66 -0.53
C 0.68 -0.68 0.21
N -0.43 -0.86 -0.08
S 2.04 -0.63 0.99
S 3.95 -0.27 -0.38
H -2.54 -0.61 1.33
H -2.54 1.22 -1.38
H 3.79 1.01 -0.67



Which of them is most stable? Easy: a.



--- a ---
13
Properties=species:S:1:pos:R:3 method="wB97M-V/def2-TZVPD" multiplicity=1 charge=-1 homo_lumo_gap_ev=6.55
C 0.69 1.81 -0.76
S 2.04 0.91 0.08
H 1.03 2.65 -1.38
H 0.09 1.18 -1.43
H 0.02 2.26 -0.03
C -2.83 -1.62 0.11
C -1.59 -1.18 -0.16
N -0.50 -1.22 0.66
H -3.11 -1.98 1.09
H -3.59 -1.65 -0.66
H -1.39 -0.73 -1.13
H -0.62 -1.15 1.66
H 0.32 -0.68 0.38



--- b ---
13
Properties=species:S:1:pos:R:3 method="wB97M-V/def2-TZVPD" multiplicity=1 charge=-1 homo_lumo_gap_ev=6.27
C 1.36 2.01 -2.25
S -0.16 1.12 -1.83
H 2.16 1.27 -2.21
H 1.68 2.88 -1.67
H 1.25 2.42 -3.27
C -1.52 -1.21 2.10
C 0.23 -1.38 0.54
N -0.54 -1.95 1.38
H -1.30 -1.24 3.19
H -1.55 -0.12 1.93
H -2.53 -1.57 1.86
H 0.50 -1.93 -0.36
H 0.43 -0.31 0.58



--- c ---
13
Properties=species:S:1:pos:R:3 method="wB97M-V/def2-TZVPD" multiplicity=1 charge=-1 homo_lumo_gap_ev=6.18
C 0.74 1.70 2.48
S -0.84 0.79 2.31
H 1.40 1.10 3.11
H 0.52 2.74 2.74
H 1.37 1.90 1.58
C -0.80 -1.76 -2.12
C 0.27 -0.05 -0.95
N 0.36 -0.87 -1.92
H -1.69 -1.35 -1.63
H -1.02 -1.82 -3.20
H -0.52 -2.76 -1.80
H 0.80 -0.18 0.02
H -0.61 0.55 -0.63



Which of them is most stable? Easy: a.



--- a ---
13
Properties=species:S:1:pos:R:3 method="wB97M-V/def2-TZVPD" multiplicity=1 charge=0 homo_lumo_gap_ev="8.53 / 8.54"
C -0.38 -1.27 -0.19
C 0.87 1.27 0.43
C 0.99 -1.41 -0.18
C -0.51 1.68 -0.27
C 1.92 0.52 0.04
C -1.70 -0.33 -0.18
N 2.07 -0.59 -0.38
N -1.70 1.09 -0.26
O -2.72 -0.93 0.01
H -0.79 -2.32 0.01
H 1.08 1.94 1.36
H 1.46 -2.37 0.15
H -0.60 2.74 -0.53



--- b ---
13
Properties=species:S:1:pos:R:3 method="wB97M-V/def2-TZVPD" multiplicity=1 charge=0 homo_lumo_gap_ev=9.07
C 1.86 -0.17 -0.03
C 1.02 1.06 0.07
C -0.40 0.62 -0.13
C -2.44 -0.12 -0.23
C -0.44 -0.81 -0.06
C 0.76 -1.31 0.14
H 1.43 2.00 -0.41
H 1.13 1.29 1.26
H -3.49 0.13 -0.25
H 0.94 -2.31 0.17
N -1.60 1.10 -0.09
N -1.78 -1.24 -0.08
O 3.03 -0.26 -0.36



Which of them is most stable? Easy: b.



--- a ---
9
Properties=species:S:1:pos:R:3 method="wB97M-V/def2-TZVPD" multiplicity=1 charge=0 homo_lumo_gap_ev=9.99
C 1.70 0.37 -0.30
C -0.47 -0.61 -0.16
C -1.46 -0.23 0.62
O 2.42 1.05 0.34
F -2.49 0.44 0.14
S 1.11 -1.21 0.22
H 1.25 0.71 -1.31
H -0.70 -0.35 -1.23
H -1.37 -0.18 1.68



--- b ---
9
Properties=species:S:1:pos:R:3 method="wB97M-V/def2-TZVPD" multiplicity=1 charge=0 homo_lumo_gap_ev=10.45
C -1.16 1.47 -0.53
C 0.97 -0.22 0.13
C 0.41 -1.34 0.57
O -1.70 2.52 -0.68
F 1.18 -2.41 0.31
S 0.38 1.46 0.27
H -1.58 0.49 -0.84
H 1.85 -0.35 -0.50
H -0.35 -1.62 1.28



--- c ---
9
Properties=species:S:1:pos:R:3 method="wB97M-V/def2-TZVPD" multiplicity=1 charge=0 homo_lumo_gap_ev=8.87
C -1.43 -0.49 -0.18
C -0.60 0.55 -0.19
C 1.61 0.07 0.32
H -1.20 -1.66 -0.86
H -0.72 1.59 0.15
H 1.18 0.51 1.60
O 0.74 0.39 -0.75
F -2.71 -0.50 0.03
S 3.13 -0.46 -0.13



--- d ---
9
Properties=species:S:1:pos:R:3 method="wB97M-V/def2-TZVPD" multiplicity=1 charge=0 homo_lumo_gap_ev=10.50
C 1.76 -0.09 -0.38
C 0.83 0.29 0.51
C -1.66 -0.60 0.28
H 1.66 -0.11 -1.48
H 1.14 0.32 1.51
H -1.23 -1.43 0.83
O -2.76 -0.69 -0.26
F 2.95 -0.51 -0.02
S -0.73 0.86 -0.07



Which of them is most stable? Easy: d.



--- a ---
19
Properties=species:S:1:pos:R:3 method="wB97M-V/def2-TZVPD" multiplicity=4 charge=+1 s2=3.791 homo_lumo_gap_ev="7.36 / 7.76"
C 1.35 1.12 -1.12
Tc -0.06 0.07 0.03
N -1.35 1.85 0.20
H 1.16 -1.15 -0.21
H -0.43 -0.59 -1.43
H 2.03 0.49 -1.74
H 1.96 1.70 -0.39
H 0.84 1.85 -1.78
H -1.47 2.17 1.17
H -2.28 1.69 -0.21
H -0.94 2.64 -0.31
N 0.82 -3.81 2.30
C -0.18 -3.34 1.55
N -1.27 -4.11 1.46
S -0.25 -1.77 1.02
H 0.86 -4.71 2.77
H 1.65 -3.21 2.40
H -2.04 -3.72 0.90
H -1.41 -5.02 1.85



--- b ---
19
Properties=species:S:1:pos:R:3 method="wB97M-V/def2-TZVPD" multiplicity=4 charge=+1 s2=3.770 homo_lumo_gap_ev="7.06 / 7.46"
C 0.02 0.93 -1.54
Tc -0.30 0.07 0.36
N -0.72 -1.98 0.67
H 0.99 -0.82 0.16
H 0.05 -2.52 1.09
H -0.78 0.10 -1.31
H 0.60 0.54 -2.38
H 0.76 1.15 -0.72
H -0.49 1.85 -1.83
H -1.53 -2.17 1.26
H -0.92 -2.50 -0.19
N 0.39 1.76 4.33
C 0.41 0.79 3.41
N -0.05 -0.43 3.75
S 1.06 1.12 1.84
H 0.09 1.59 5.29
H 0.72 2.68 4.08
H 0.05 -1.22 3.12
H -0.27 -0.64 4.72



Which of them is most stable? Easy: b.